(1)
Below is the molecule C18H19ClN2OSi at a distorted geometry, with properties calculated with ωB97M-V/def2-TZVPD.

Bonds (Å) are listed after each position.
Atoms and positions in Å:
1 C 0.18669 -1.65195 -3.10997  Si2 1.904, H24 1.095, H25 1.082, H26 1.092
2 Si 0.67906 0.13368 -2.67030  C1 1.904, C3 1.891, C4 1.860, N5 1.798
3 C 2.31083 0.24093 -1.72012  Si2 1.891, H27 1.079, H28 1.081, H29 1.085
4 C 0.80476 1.25091 -4.15243  Si2 1.860, H30 1.095, H31 1.077, H32 1.088
5 N -0.57810 0.79630 -1.56884  Si2 1.798, C6 1.392, C23 1.404
6 C -0.14725 2.09383 -1.30513  N5 1.392, O7 1.214, C8 1.530
7 O 0.51950 2.81962 -2.01410  C6 1.214
8 C -0.59810 2.62545 0.05679  C6 1.530, N9 1.386, H33 1.093, H34 1.107
9 N 0.04481 1.92691 1.06625  C8 1.386, C10 1.295
10 C -0.21917 0.69153 1.35069  N9 1.295, C11 1.471, C17 1.478
11 C 0.52867 0.06654 2.45282  C10 1.471, C12 1.397, C16 1.403
12 C 0.50327 -1.29226 2.77529  C11 1.397, C13 1.398, H35 1.070
13 C 1.22626 -1.80944 3.85432  C12 1.398, C14 1.377, H36 1.069
14 C 1.94436 -0.96902 4.67568  C13 1.377, C15 1.367, H37 1.066
15 C 2.04294 0.35163 4.33517  C14 1.367, C16 1.385, H38 1.068
16 C 1.36978 0.86780 3.24029  C11 1.403, C15 1.385, H39 1.091
17 C -1.29681 -0.02872 0.64087  C10 1.478, C18 1.418, C23 1.420
18 C -2.26875 -0.74124 1.38755  C17 1.418, C19 1.371, H40 1.071
19 C -3.25769 -1.40498 0.70762  C18 1.371, Cl20 1.741, C21 1.399
20 Cl -4.43183 -2.31774 1.61361  C19 1.741
21 C -3.25891 -1.47050 -0.68971  C19 1.399, C22 1.342, H41 1.069
22 C -2.40004 -0.73168 -1.40860  C21 1.342, C23 1.380, H42 1.070
23 C -1.40890 -0.01034 -0.77425  N5 1.404, C17 1.420, C22 1.380
24 H -0.01348 -2.21729 -2.19415  C1 1.095
25 H -0.68495 -1.68122 -3.75038  C1 1.082
26 H 1.03009 -2.11513 -3.62608  C1 1.092
27 H 2.45357 1.25860 -1.39005  C3 1.079
28 H 3.02585 -0.08409 -2.46247  C3 1.081
29 H 2.24613 -0.44924 -0.88509  C3 1.085
30 H 0.29974 2.21208 -4.01248  C4 1.095
31 H 1.85751 1.43375 -4.29022  C4 1.077
32 H 0.37316 0.76430 -5.02487  C4 1.088
33 H -1.68188 2.56531 0.18477  C8 1.093
34 H -0.25747 3.67186 0.17731  C8 1.107
35 H -0.09821 -1.95770 2.19169  C12 1.070
36 H 1.24701 -2.85884 4.05841  C13 1.069
37 H 2.48636 -1.39384 5.48982  C14 1.066
38 H 2.70890 0.98109 4.88275  C15 1.068
39 H 1.50084 1.93571 3.05956  C16 1.091
40 H -2.30591 -0.72859 2.45829  C18 1.071
41 H -4.04609 -2.04202 -1.13247  C21 1.069
42 H -2.43654 -0.73195 -2.47784  C22 1.070

Properties
Calculated total energy   -1631.79897 Eh

=====

(2)
Below is the molecule C18H19ClN4O3S at a distorted geometry, with properties calculated with ωB97M-V/def2-TZVPD.

Bonds (Å) are listed after each position.
Atoms and positions in Å:
1 O -0.59738 5.34486 0.67701  C2 1.212
2 C -1.48933 4.53080 0.78416  O1 1.212, N3 1.361, C21 1.500
3 N -1.41390 3.23336 0.37911  C2 1.361, C4 1.392, H28 1.013
4 C -0.32748 2.56470 -0.17856  N3 1.392, C5 1.395, C20 1.396
5 C 0.88893 3.18329 -0.46978  C4 1.395, C6 1.384, H29 1.077
6 C 1.92324 2.45880 -1.03699  C5 1.384, C7 1.386, H30 1.079
7 C 1.77052 1.11114 -1.32196  C6 1.386, C8 1.382, H31 1.078
8 C 0.56278 0.50902 -1.02550  C7 1.382, S9 1.785, C20 1.377
9 S 0.33808 -1.23189 -1.35040  C8 1.785, O10 1.431, O11 1.433, N12 1.701
10 O -1.05978 -1.52347 -1.44834  S9 1.431
11 O 1.18906 -1.65683 -2.42185  S9 1.433
12 N 0.91838 -1.86579 0.11748  S9 1.701, C13 1.392, H32 1.012
13 C 1.37184 -3.18134 0.16045  N12 1.392, N14 1.264, C19 1.503
14 N 2.44936 -3.39637 0.78606  C13 1.264, C15 1.440
15 C 2.97314 -4.73252 0.90975  N14 1.440, C16 1.533, H33 1.094, H34 1.098
16 C 3.37797 -5.35077 -0.43336  C15 1.533, C17 1.527, H35 1.093, H36 1.092
17 C 2.20439 -5.92857 -1.22165  C16 1.527, C18 1.527, H37 1.094, H38 1.093
18 C 1.19174 -4.88152 -1.68144  C17 1.527, C19 1.532, H39 1.092, H40 1.092
19 C 0.48058 -4.18325 -0.51755  C13 1.503, C18 1.532, H41 1.089, H42 1.095
20 C -0.48202 1.20653 -0.46194  C4 1.396, C8 1.377, H43 1.079
21 C -2.82048 4.93892 1.34326  C2 1.500, C22 1.396, C26 1.398
22 C -3.19599 6.26655 1.12886  C21 1.396, C23 1.383, H44 1.080
23 C -4.39640 6.74599 1.62081  C22 1.383, C24 1.386, H45 1.078
24 C -5.19721 5.87093 2.33804  C23 1.386, N25 1.320, H46 1.081
25 N -4.84447 4.62172 2.57943  C24 1.320, C26 1.314
26 C -3.70447 4.17090 2.10661  C21 1.398, N25 1.314, Cl27 1.732
27 Cl -3.37052 2.53304 2.56054  C26 1.732
28 H -2.22223 2.64765 0.55148  N3 1.013
29 H 1.01359 4.23094 -0.25120  C5 1.077
30 H 2.85541 2.95419 -1.25988  C6 1.079
31 H 2.55303 0.52633 -1.77743  C7 1.078
32 H 1.57527 -1.24292 0.56928  N12 1.012
33 H 3.85681 -4.64476 1.54916  C15 1.094
34 H 2.25248 -5.39170 1.41184  C15 1.098
35 H 4.09592 -6.15128 -0.23923  C16 1.093
36 H 3.87895 -4.58521 -1.02915  C16 1.092
37 H 1.69410 -6.67507 -0.60583  C17 1.094
38 H 2.59704 -6.44341 -2.10222  C17 1.093
39 H 1.68101 -4.12616 -2.29941  C18 1.092
40 H 0.43708 -5.37547 -2.29751  C18 1.092
41 H -0.40899 -3.66982 -0.87824  C19 1.089
42 H 0.17622 -4.93076 0.22275  C19 1.095
43 H -1.40497 0.68426 -0.26295  C20 1.079
44 H -2.52034 6.89934 0.57237  C22 1.080
45 H -4.69896 7.76707 1.45587  C23 1.078
46 H -6.15199 6.16854 2.74805  C24 1.081

Properties
Calculated total energy   -2000.45651 Eh

=====

(3)
Below is a cluster of 2 separate species, C18H19F3NO6S in total at a distorted geometry, with properties calculated with ωB97M-V/def2-TZVPD.

Bonds (Å) are listed after each position.
Atoms and positions in Å:
1 F -2.07839 4.10656 -1.73413  C2 1.375
2 C -1.26201 3.20970 -1.08708  F1 1.375, F3 1.360, F4 1.373, S5 1.855
3 F -0.00470 3.72821 -1.09321  C2 1.360
4 F -1.64881 3.10557 0.22600  C2 1.373
5 S -1.36633 1.57783 -1.96299  C2 1.855, C21 1.881
6 N -0.11938 1.08258 1.84718  C7 1.335, C11 1.370
7 C -0.40345 1.41744 3.10836  N6 1.335, O8 1.222, C9 1.569
8 O -1.50341 1.57743 3.61595  C7 1.222
9 C 0.92361 1.58552 3.92795  C7 1.569, C10 1.507, H13 1.087, H14 1.089
10 C 2.01368 1.46812 2.89428  C9 1.507, C11 1.570, H15 1.097, H16 1.097
11 C 1.21614 1.21022 1.56731  N6 1.370, C10 1.570, O12 1.240
12 O 1.78407 1.14562 0.46664  C11 1.240
13 H 0.90987 2.54368 4.44054  C9 1.087
14 H 0.97822 0.76132 4.63771  C9 1.089
15 H 2.61112 2.38317 2.80376  C10 1.097
16 H 2.65028 0.59848 3.09853  C10 1.097
17 C -1.94482 -3.64697 -2.81604  C18 1.496, H34 1.084, H35 1.091, H36 1.084
18 C -1.83649 -2.83513 -1.56422  C17 1.496, O19 1.451, H37 1.088, H38 1.095
19 O -2.51580 -1.59544 -1.89195  C18 1.451, C20 1.328
20 C -2.54163 -0.71640 -0.89708  O19 1.328, C21 1.586, O33 1.228
21 C -2.89406 0.80218 -1.18701  S5 1.881, C20 1.586, C22 1.601, C27 1.526
22 C -3.78271 0.94226 -2.51119  C21 1.601, O23 1.230, O24 1.333
23 O -4.67055 1.77371 -2.69344  C22 1.230
24 O -3.43373 0.09900 -3.48298  C22 1.333, C25 1.454
25 C -4.01550 0.45902 -4.76598  O24 1.454, C26 1.498, H39 1.098, H40 1.100
26 C -3.64395 -0.67712 -5.66924  C25 1.498, H41 1.088, H42 1.091, H43 1.091
27 C -3.66796 1.28449 0.03629  C21 1.526, C28 1.401, C32 1.408
28 C -4.39532 2.47146 -0.11826  C27 1.401, C29 1.390, H44 1.076
29 C -5.08207 3.09369 0.91718  C28 1.390, C30 1.399, H45 1.096
30 C -5.08071 2.53134 2.19854  C29 1.399, C31 1.404, H46 1.087
31 C -4.45768 1.28510 2.37051  C30 1.404, C32 1.392, H47 1.091
32 C -3.78875 0.68780 1.30565  C27 1.408, C31 1.392, H48 1.085
33 O -2.28690 -1.14566 0.22495  C20 1.228
34 H -1.28718 -4.50861 -2.79366  C17 1.084
35 H -2.96372 -3.99296 -2.99707  C17 1.091
36 H -1.62667 -3.05086 -3.66419  C17 1.084
37 H -2.32720 -3.33525 -0.73181  C18 1.088
38 H -0.80962 -2.56545 -1.29499  C18 1.095
39 H -5.10527 0.57523 -4.69533  C25 1.098
40 H -3.55092 1.41419 -5.05030  C25 1.100
41 H -4.16282 -0.60103 -6.62269  C26 1.088
42 H -2.57276 -0.64836 -5.87253  C26 1.091
43 H -3.88146 -1.63738 -5.20986  C26 1.091
44 H -4.40214 2.91970 -1.09608  C28 1.076
45 H -5.56579 4.05594 0.71129  C29 1.096
46 H -5.56134 3.02913 3.03708  C30 1.087
47 H -4.42661 0.79116 3.34242  C31 1.091
48 H -3.30519 -0.25656 1.53511  C32 1.085

Properties
Total charge   -1
Calculated total energy   -1901.34007 Eh

=====

(4)
Below is the molecule C18H19FN2O at a distorted geometry, with properties calculated with ωB97M-V/def2-TZVPD.

Bonds (Å) are listed after each position.
Atoms and positions in Å:
1 C -2.90731 1.80579 1.20223  C2 1.575, H23 1.133, H24 1.070, H25 1.169
2 C -3.11676 0.43216 0.46093  C1 1.575, C3 1.527, C4 1.545, C13 1.620
3 C -4.35638 -0.15008 1.13700  C2 1.527, H26 1.100, H27 1.099, H28 1.119
4 C -3.63226 0.43427 -0.99586  C2 1.545, N5 1.461, H29 1.092, H30 1.084
5 N -2.90561 1.38935 -1.82931  C4 1.461, C6 1.329, H31 0.979
6 C -1.61167 1.68788 -1.88069  N5 1.329, O7 1.192, C8 1.465
7 O -1.35700 2.41538 -2.78990  C6 1.192
8 C -0.56312 0.96861 -1.15364  C6 1.465, C9 1.413, C12 1.393
9 C 0.83422 1.17554 -1.17121  C8 1.413, C10 1.363, H32 1.056
10 C 1.56529 0.34427 -0.37607  C9 1.363, N11 1.374, C22 1.495
11 N 0.62243 -0.39079 0.30080  C10 1.374, C12 1.424, C14 1.465
12 C -0.66340 -0.05092 -0.20902  C8 1.393, N11 1.424, C13 1.566
13 C -1.90753 -0.64376 0.53377  C2 1.620, C12 1.566, H33 1.083, H34 1.164
14 C 0.99295 -1.57852 1.07343  N11 1.465, C15 1.479, H35 1.104, H36 1.061
15 C 2.13693 -2.30660 0.48180  C14 1.479, C16 1.565, H37 1.066, H38 1.100
16 C 3.30757 -1.31465 0.17373  C15 1.565, C17 1.397, C22 1.404
17 C 4.64382 -1.70348 0.29785  C16 1.397, C18 1.376, H39 1.143
18 C 5.65535 -0.81288 0.01871  C17 1.376, F19 1.354, C20 1.408
19 F 6.93704 -1.24247 0.10352  C18 1.354
20 C 5.39658 0.47520 -0.48692  C18 1.408, C21 1.450, H40 1.063
21 C 4.01685 0.90463 -0.60364  C20 1.450, C22 1.403, H41 1.098
22 C 3.01266 -0.00857 -0.24806  C10 1.495, C16 1.404, C21 1.403
23 H -2.28817 1.62448 2.13378  C1 1.133
24 H -2.43288 2.52986 0.57376  C1 1.070
25 H -3.91925 2.35455 1.40791  C1 1.169
26 H -4.58666 -1.15723 0.75996  C3 1.100
27 H -5.30065 0.40606 1.05083  C3 1.099
28 H -4.27953 -0.14421 2.25361  C3 1.119
29 H -4.66735 0.74509 -1.15388  C4 1.092
30 H -3.45345 -0.57535 -1.34719  C4 1.084
31 H -3.38711 1.96007 -2.46288  N5 0.979
32 H 1.26402 1.93803 -1.76137  C9 1.056
33 H -1.75993 -0.77744 1.59861  C13 1.083
34 H -2.17816 -1.69024 0.10199  C13 1.164
35 H 1.19934 -1.35044 2.13333  C14 1.104
36 H 0.25074 -2.33674 1.05175  C14 1.061
37 H 2.54803 -3.02465 1.15458  C15 1.066
38 H 1.93630 -2.74334 -0.50787  C15 1.100
39 H 5.04645 -2.73934 0.56520  C17 1.143
40 H 6.13042 1.21152 -0.70842  C20 1.063
41 H 3.77718 1.93893 -0.88312  C21 1.098

Properties
Calculated total energy   -981.89130 Eh

=====

(5)
Below is the molecule C18H19FN2O2, with properties calculated with ωB97M-V/def2-TZVPD.

Bonds (Å) are listed after each position.
Atoms and positions in Å:
1 C 1.33782 1.83418 3.71089  C2 1.497, H24 1.090, H25 1.087, H26 1.088
2 C 1.42732 0.38559 3.34441  C1 1.497, C3 1.391, C23 1.386
3 C 1.53759 -0.58945 4.33052  C2 1.391, C4 1.384, H27 1.081
4 C 1.61345 -1.93015 3.99686  C3 1.384, C5 1.383, H28 1.080
5 C 1.56467 -2.32523 2.67196  C4 1.383, C6 1.391, H29 1.081
6 C 1.44795 -1.36310 1.67409  C5 1.391, C7 1.484, C23 1.391
7 C 1.40444 -1.70746 0.23164  C6 1.484, O8 1.223, N9 1.353
8 O 1.87398 -0.98250 -0.63432  C7 1.223
9 N 0.78673 -2.87058 -0.07844  C7 1.353, C10 1.445, H30 1.007
10 C 0.65892 -3.33029 -1.44268  N9 1.445, C11 1.531, H31 1.095, H32 1.093
11 C -0.76749 -3.21727 -1.98695  C10 1.531, C12 1.530, H33 1.093, H34 1.092
12 C -1.48172 -1.87322 -1.82836  C11 1.530, O13 1.213, N14 1.355
13 O -2.68826 -1.84365 -1.70503  C12 1.213
14 N -0.68201 -0.78002 -1.87820  C12 1.355, C15 1.398, H35 1.017
15 C -1.05669 0.55615 -1.70602  N14 1.398, C16 1.391, C22 1.394
16 C -2.37087 1.00390 -1.78804  C15 1.391, C17 1.383, H36 1.076
17 C -2.65615 2.34632 -1.61366  C16 1.383, C18 1.388, H37 1.080
18 C -1.66496 3.28190 -1.35363  C17 1.388, C19 1.497, C20 1.391
19 C -1.95535 4.73764 -1.16114  C18 1.497, H38 1.086, H39 1.089, H40 1.090
20 C -0.36176 2.80222 -1.27718  C18 1.391, F21 1.355, C22 1.377
21 F 0.63969 3.67709 -1.01436  C20 1.355
22 C -0.03891 1.47455 -1.45147  C15 1.394, C20 1.377, H41 1.080
23 C 1.39125 -0.01630 2.01841  C2 1.386, C6 1.391, H42 1.080
24 H 0.34485 2.05837 4.10113  C1 1.090
25 H 1.51462 2.46511 2.84406  C1 1.087
26 H 2.06313 2.08121 4.48359  C1 1.088
27 H 1.57273 -0.29299 5.36901  C3 1.081
28 H 1.71439 -2.67294 4.77451  C4 1.080
29 H 1.65300 -3.37249 2.42052  C5 1.081
30 H 0.30906 -3.38861 0.64090  N9 1.007
31 H 0.96989 -4.37939 -1.49331  C10 1.095
32 H 1.36014 -2.74170 -2.04025  C10 1.093
33 H -0.75326 -3.44873 -3.05504  C11 1.093
34 H -1.41237 -3.95603 -1.50572  C11 1.092
35 H 0.32568 -0.91187 -1.85345  N14 1.017
36 H -3.16291 0.30055 -1.97969  C16 1.076
37 H -3.68168 2.67754 -1.68237  C17 1.080
38 H -3.01628 4.93771 -1.28235  C19 1.086
39 H -1.39699 5.33260 -1.88305  C19 1.089
40 H -1.64637 5.05688 -0.16614  C19 1.090
41 H 0.98960 1.15409 -1.38106  C22 1.080
42 H 1.31405 0.71608 1.22863  C23 1.080

Properties
Calculated total energy   -1057.23649 Eh